DFT (wB97M-V/def2-TZVPD) results for the molecule C14H16FN3OS.

Geometry as XYZ:
```
36
Properties=species:S:1:pos:R:3:forces:R:3
S -5.3837 0.9116 0.6026 0.1 -0.1 -0.1
F 4.6143 2.6630 -0.7911 0.0 -0.1 0.0
O -0.6120 -2.0424 0.3168 -0.8 0.3 -0.3
N 0.4148 -1.0272 -1.3247 -0.4 0.3 -0.3
N 0.7002 -2.3960 0.4010 1.2 -0.5 0.2
N -2.3144 0.4916 -0.2050 0.1 0.0 -0.1
C 3.3875 -0.6710 -0.1350 0.3 0.1 0.0
C -0.7222 -1.2195 -0.7331 0.6 0.0 -0.3
C -2.7854 0.1121 1.1132 0.0 -0.2 0.3
C 1.2836 -1.7774 -0.5860 -0.7 -0.3 0.2
C -4.5745 1.2186 -1.0013 0.0 0.0 0.5
C 4.2840 1.5395 -0.1195 0.0 -0.1 0.1
C 2.7420 -1.8290 -0.8562 0.0 0.1 0.2
C 4.1726 0.3192 1.9153 0.0 0.0 0.0
C -2.0382 -0.6246 -1.0939 -0.1 -0.1 0.3
C 3.7209 0.4880 -0.8191 0.1 0.1 0.1
C -3.0999 1.5571 -0.7909 -0.1 0.1 -0.2
C 3.6093 -0.7456 1.2348 0.0 0.0 0.0
C -4.2300 -0.3838 1.1625 -0.1 0.4 -0.2
C 4.5201 1.4775 1.2409 0.0 0.1 -0.2
H -5.1044 2.0544 -1.4531 0.0 0.0 -0.1
H 3.1361 -2.7742 -0.4831 0.0 0.0 -0.1
H -3.0286 2.4180 -0.1191 0.0 0.0 -0.1
H 3.5465 0.5829 -1.8793 0.0 0.0 -0.1
H -2.6457 1.8326 -1.7466 0.0 0.0 0.0
H 2.9030 -1.7473 -1.9305 0.0 -0.1 0.0
H -2.6913 0.9929 1.7555 0.0 -0.1 0.0
H -4.5162 -0.6241 2.1841 0.0 -0.1 0.0
H 3.3307 -1.6436 1.7653 0.0 -0.1 0.1
H 4.3428 0.2493 2.9788 0.0 0.0 0.1
H -1.9531 -0.2514 -2.1152 0.0 -0.1 0.1
H -2.1280 -0.6682 1.5049 0.0 0.1 0.0
H -2.8012 -1.4184 -1.0607 0.0 0.1 -0.1
H -4.3819 -1.2631 0.5347 0.0 -0.1 0.1
H 4.9615 2.3193 1.7499 0.0 0.1 0.0
H -4.7007 0.3314 -1.6240 0.0 0.1 -0.1
```
Positions in Å, forces in eV/Å.

Computed properties:
Spin multiplicity: 1
Structure (SMILES): Fc1cccc(Cc2noc(CN3CCSCC3)n2)c1
Total charge: 0
E_tot in eV: -34847.2786


DFT (wB97M-V/def2-TZVPD) results for the molecule C14H16N2O4.

Geometry as XYZ:
```
36
Properties=species:S:1:pos:R:3:forces:R:3
O 3.2891 -3.3979 0.5028 0.1 -0.1 0.0
O 2.2713 -1.4663 0.9576 -0.4 0.5 0.2
O 5.0455 0.9629 1.0150 0.0 0.2 0.2
O 1.2523 0.5535 -1.3071 -0.2 -0.1 -0.1
N -0.0215 1.8451 0.0747 0.0 0.3 0.2
N 3.8100 -0.0287 -0.6023 0.0 -0.2 -0.3
C 1.1217 1.5260 -0.5807 0.0 0.1 0.0
C 3.2458 -2.2014 0.4167 0.1 -0.3 0.0
C -3.6887 -0.1767 0.3653 0.0 0.0 0.0
C -5.0104 -0.8693 0.4875 0.0 0.0 0.0
C -1.4500 -0.0601 -0.5193 0.1 0.0 -0.1
C -3.4592 1.0208 1.0289 0.1 -0.1 -0.1
C 3.4827 2.3129 -0.1042 -0.2 0.2 0.2
C 4.1725 1.0176 0.1669 0.1 -0.2 -0.2
C -2.8696 -2.0106 -1.1485 0.0 0.0 0.0
C -1.2312 1.1391 0.1475 -0.4 -0.2 0.0
C 2.1934 2.5355 -0.3525 0.3 0.1 -0.1
C 4.2804 -1.3525 -0.3005 0.2 0.1 0.1
C -2.2489 1.6775 0.9287 0.2 0.0 -0.1
C -2.6652 -0.7201 -0.4171 -0.1 0.2 0.2
H 4.5928 -1.8773 -1.2077 -0.1 0.0 0.2
H -5.6812 -0.3091 1.1336 -0.1 0.0 0.0
H 2.9629 0.0519 -1.1623 0.2 0.2 0.1
H 4.1306 3.1618 0.0765 0.0 0.0 0.0
H 0.0015 2.6808 0.6444 0.1 -0.2 -0.1
H -2.0924 2.6085 1.4556 0.0 0.1 0.1
H -4.8840 -1.8689 0.9022 -0.1 -0.1 0.0
H 1.8432 3.5611 -0.3960 0.1 0.1 0.0
H -1.9763 -2.2841 -1.7031 0.0 -0.1 0.0
H -0.6641 -0.4787 -1.1251 0.0 0.0 0.0
H -4.2428 1.4494 1.6368 -0.1 0.0 0.1
H -3.7005 -1.9262 -1.8480 -0.1 -0.1 -0.1
H -5.4794 -0.9756 -0.4902 -0.1 -0.1 0.0
H 1.6295 -2.0360 1.4096 0.3 -0.2 -0.1
H 5.1468 -1.2512 0.3656 -0.2 -0.1 -0.1
H -3.1066 -2.8136 -0.4513 0.0 -0.1 0.0
```
Positions in Å, forces in eV/Å.

Computed properties:
ΔE to the lowest compared entry with this formula, charge and spin in kcal/mol: 0.0
Spin multiplicity: 1
Structure (SMILES): Cc1ccc(NC(=O)/C=C\C(=O)NCC(=O)O)cc1C
Total charge: 0


DFT (wB97M-V/def2-TZVPD) results for the molecule C14H16N6S.

Geometry as XYZ:
```
37
Properties=species:S:1:pos:R:3:forces:R:3
S 0.1260 1.1233 2.4421 -0.3 1.3 0.2
N -3.2686 -2.6170 1.4775 -0.5 -0.2 1.4
N -0.1052 2.5235 3.4480 0.5 -1.9 -0.4
N -2.1326 -2.5376 0.7416 -0.2 0.2 -1.3
N -0.4773 -0.9484 0.0571 -0.9 1.9 2.4
N -2.2293 -4.7194 -0.2785 1.5 1.4 -0.1
N 3.3038 0.2163 -1.7188 1.9 1.0 -2.6
C -1.6054 -3.4832 -0.1804 1.2 0.3 0.1
C 3.0875 0.3625 -3.2010 -0.6 -2.2 0.4
C -0.4213 -3.1365 -0.8366 -0.3 1.1 0.8
C 2.1220 -0.1786 -0.9468 1.1 0.5 0.2
C 1.3844 -1.3880 -1.4571 -0.5 -1.1 -2.3
C -1.5443 0.6921 2.3771 -1.8 -1.3 0.9
C 2.4639 -0.9663 -3.6880 0.2 -0.9 3.4
C -3.2975 -1.5127 2.2460 2.3 1.8 -0.6
C -2.1626 -0.6317 1.8746 -0.4 1.6 1.2
C 0.1114 -1.7816 -0.7051 -0.2 -1.8 0.1
C 1.0563 -1.1588 -3.0277 2.4 -1.2 0.8
C -2.2382 1.5720 3.1633 0.8 1.0 0.9
C -1.5523 -1.2976 0.8864 2.8 -1.5 -3.1
C -1.3436 2.5423 3.8234 -1.3 -1.3 -1.5
H 0.7547 -2.0962 -3.4606 -0.7 -0.5 0.1
H 0.2323 -3.8082 -1.3673 -0.6 -0.6 -0.3
H 2.2748 1.0482 -3.3826 0.1 1.2 -0.4
H -3.3132 1.5957 3.2977 0.1 -0.3 0.1
H 1.4860 0.6978 -0.9512 -0.7 -0.1 1.0
H 0.3576 -0.4017 -3.3663 -0.2 0.4 0.7
H -3.9613 -1.1532 3.0778 0.2 -1.4 -1.3
H 2.6123 -0.5052 -0.0278 -0.9 0.7 0.7
H 4.0214 0.5476 -3.7733 -0.6 0.3 0.7
H 2.1059 -2.3069 -1.4406 -1.3 1.5 0.0
H -1.6843 3.2111 4.5939 0.0 0.5 0.0
H 3.0871 -1.8388 -3.2472 -0.7 1.3 -1.1
H -1.8213 -5.2783 -1.0554 -1.3 0.6 0.9
H 3.7333 1.1526 -1.4844 -1.1 -1.6 0.6
H -3.2028 -4.5502 -0.1062 -0.6 -1.0 -0.3
H 2.2956 -1.1015 -4.7034 0.4 0.2 -2.1
```
Positions in Å, forces in eV/Å.

Computed properties:
ΔE to the lowest compared entry with this formula, charge and spin in kcal/mol: 48.7
Spin multiplicity: 1
Structure (SMILES): Nc1cc([C@H]2CCCNC2)nc2c(-c3ccns3)cnn12
Total charge: 0


For each record above, in turn, the calculated M values are 293.367; 276.292; 300.391 g/mol.